Molecular formula: C4H9NO
Method: DFT, the ωB97M-V functional and the def2-TZVPD basis

```
! RIJCOSX wB97M-V def2-TZVPD def2/J DEFGRID3
* xyz 0 1
C 1.2041 -1.2443 -0.0108
N 0.5774 0.0254 -0.4111
C -0.0102 0.0671 -1.6024
C 0.5866 0.9983 0.5037
C -1.8060 0.4627 0.9609
O -2.2800 1.1937 1.7984
H 2.2886 -1.1423 -0.0771
H 0.8609 -2.0448 -0.6652
H 0.9212 -1.4691 1.0188
H 0.0414 -0.7939 -2.2503
H -1.7823 0.6968 -0.1252
H -0.4108 1.0128 -1.9423
H 0.2633 1.9887 0.2184
H 1.0513 0.8104 1.4594
H -1.4803 -0.5780 1.1897
*
```

Results
- energy (eV) = -7828.1874
- orbital gap (eV) = 8.056
- energy relative to the best compared isomer or geometry (same formula, charge and spin) (kcal/mol) = 95.3

Molecular formula: CH2S
Method: DFT, the ωB97M-V functional and the def2-TZVPD basis

```
! RIJCOSX wB97M-V def2-TZVPD def2/J DEFGRID3
* xyz 0 1
C 0.1099 -0.0751 -0.1025
S -1.1780 0.9123 0.2332
H 1.0740 0.3475 -0.2115
H -0.0059 -1.1846 0.0808
*
```

Results
- energy (eV) = -11903.3252
- orbital gap (eV) = 8.360
- energy relative to the best compared isomer or geometry (same formula, charge and spin) (kcal/mol) = 3.5
- SMILES = C=S

Molecular formula: C33H61BBr2N3O23
Method: DFT, the ωB97M-V functional and the def2-TZVPD basis

```
! RIJCOSX wB97M-V def2-TZVPD def2/J DEFGRID3
* xyz -1 1
O -1.4940 2.0909 0.5191
C -1.4162 1.1740 -0.2376
O -1.2960 1.2807 -1.5676
B -1.4483 -0.0416 -2.1605
O -1.4334 -1.0121 -1.0332
C -1.3618 -0.3195 0.0762
O -1.3998 -0.8099 1.1750
O -0.4246 -0.3145 -3.1861
C -0.9833 -0.4245 -4.3642
O -0.4034 -0.5335 -5.4085
C -2.4997 -0.3009 -4.2063
O -2.7279 -0.1726 -2.9169
O -3.3387 -0.3848 -5.0581
C 6.8001 1.5258 0.7623
O 5.7493 1.1393 1.6209
C 4.9785 0.0782 1.0963
C 3.7835 -0.1700 1.9733
N 2.6766 0.7729 1.7364
C 1.4676 0.3736 2.4714
C 1.5231 0.6490 3.9684
O 1.4595 2.0363 4.1371
C 1.3909 2.3933 5.5091
H 6.4547 1.7859 -0.2419
H 7.5273 0.7111 0.7138
H 7.2919 2.4160 1.1501
H 5.5768 -0.8413 1.0815
H 4.6488 0.3023 0.0768
H 4.1435 -0.0626 3.0119
H 3.4437 -1.2096 1.9992
H 3.0577 1.5776 2.2349
H 1.2851 -0.6709 2.2145
H 0.6273 0.9589 2.0939
H 2.2992 0.1346 4.5601
H 0.6751 0.1596 4.4860
H 1.7788 3.3944 5.6996
H 2.0568 1.7499 6.0965
H 0.3615 2.2677 5.8543
C -4.1464 -7.0545 -2.3003
O -3.3338 -6.1377 -2.9767
C -2.9169 -5.0820 -2.1137
C -1.9732 -4.1668 -2.8473
N -0.6558 -4.7588 -3.1949
C 0.0223 -3.7522 -4.0200
C 1.5392 -3.9638 -4.0392
O 2.0879 -3.8095 -5.3411
C 2.5383 -2.4916 -5.6901
H -4.6979 -7.6757 -3.0098
H -4.9899 -6.7383 -1.6689
H -3.5353 -7.6950 -1.6571
H -2.6274 -5.4963 -1.1404
H -3.8224 -4.5052 -1.8618
H -1.6659 -3.4264 -2.0979
H -2.4571 -3.5946 -3.6400
H -0.8660 -5.4983 -3.8667
H -0.1713 -2.7355 -3.6764
H -0.2711 -3.7355 -5.0791
H 1.6987 -5.0257 -3.8456
H 1.9650 -3.4019 -3.2028
H 3.0913 -2.0923 -4.8367
H 1.7765 -1.7881 -6.0275
H 3.2132 -2.7375 -6.5118
C -2.4392 5.3303 2.2951
O -1.3785 6.2331 2.5263
C -0.2232 5.6048 3.0217
C 0.7082 5.0487 1.9256
N 1.8964 4.3963 2.4384
C 2.9878 5.2660 2.8572
C 4.1659 4.4620 3.4186
O 4.1596 4.4524 4.8181
C 4.8084 3.2935 5.3252
H -2.2120 4.5834 1.5268
H -3.2265 5.9574 1.8694
H -2.7840 4.8320 3.2079
H -0.4252 4.8709 3.8166
H 0.3541 6.3479 3.5872
H 0.9800 5.8290 1.2118
H 0.1435 4.2976 1.3623
H 1.5623 3.8055 3.1925
H 2.5929 5.8571 3.6971
H 3.3266 5.9841 2.1122
H 5.1064 4.6591 2.8852
H 4.0256 3.4850 2.9211
H 5.8542 3.2753 5.0213
H 4.3047 2.3802 4.9901
H 4.6673 3.3010 6.4049
Br -5.1458 -3.2358 -8.5826
C -3.4086 -3.0610 -7.6815
C -3.5732 -3.4901 -6.2384
Br -3.0252 -5.3863 -5.9841
H -3.1249 -2.0167 -7.7962
H -2.6755 -3.6162 -8.2585
H -4.5791 -3.3085 -5.8785
H -2.9041 -2.9052 -5.6121
C -4.4142 -2.0741 0.3602
C -4.7638 -0.5826 0.0206
O -5.8114 -0.3638 0.9441
C -5.9056 -1.2880 1.8907
O -6.6098 -1.2864 2.8567
O -5.0423 -2.2675 1.6296
H -3.3405 -2.2378 0.3523
H -4.9103 -2.7599 -0.3272
H -5.2083 -0.4900 -0.9658
H -3.8919 0.0385 0.2141
C 2.4004 -0.5480 -1.4098
C 2.3693 0.9689 -1.6811
O 3.4696 1.1666 -2.5504
C 4.0434 -0.0122 -2.9069
O 4.9715 -0.0853 -3.6403
O 3.4623 -1.0315 -2.2333
H 1.4997 -1.0886 -1.7025
H 2.7081 -0.7880 -0.3922
H 2.6647 1.4831 -0.7610
H 1.3492 1.3186 -1.8466
C -2.2779 1.7080 4.1789
C -3.4315 1.4667 3.2160
O -4.2384 0.5756 3.9507
C -3.4220 -0.1316 4.8126
O -3.6921 -0.9886 5.5784
O -2.1768 0.4290 4.7630
H -2.5591 2.4814 4.9048
H -1.3264 2.0398 3.7632
H -3.1356 1.0532 2.2490
H -3.9317 2.4208 3.0394
*
```

Results
- energy (eV) = -227538.1839
- orbital gap (eV) = 8.670
- energy relative to the best compared isomer or geometry (same formula, charge and spin) (kcal/mol) = 0.0

Molecular formula: C9H10N2O2
Method: DFT, the ωB97M-V functional and the def2-TZVPD basis

```
! RIJCOSX wB97M-V def2-TZVPD def2/J DEFGRID3
* xyz 0 1
C -2.8966 -1.4652 -0.0204
C -0.7437 2.0184 0.5652
C -0.9717 1.6806 -0.7089
C -1.1302 1.1150 1.6175
C -1.5986 0.3742 -1.0788
C 1.5497 -1.2751 1.0966
C 1.7072 -1.1369 -0.4279
C -0.2559 -2.0989 0.0732
C -1.9392 -0.4509 0.1529
N -3.6318 -2.3280 -0.2221
N -1.7179 -0.0126 1.4199
O 0.3972 -2.0887 1.2496
O 0.5012 -1.6702 -0.9549
H -0.3006 2.9672 0.8300
H -0.7272 2.3408 -1.5309
H -0.9473 1.3843 2.6514
H -2.5022 0.5533 -1.6769
H -0.9097 -0.1875 -1.7324
H 2.3886 -1.7840 1.5740
H 1.3803 -0.3114 1.5851
H 1.8209 -0.0987 -0.7488
H 2.5357 -1.7336 -0.8200
H -0.8996 -2.9463 -0.1129
*
```

Results
- energy (eV) = -16566.5563
- orbital gap (eV) = 7.217
- energy relative to the best compared isomer or geometry (same formula, charge and spin) (kcal/mol) = 96.0

Record order is preserved below.
E_HOMO: -0.269; -0.331; -0.250; -0.267 hartree